[1]
{"formula": "C30H54N2O4S", "method": "ωB97M-V/def2-TZVPD", "elements": ["S", "O", "O", "O", "O", "N", "N", "C", "C", "C", "C", "C", "C", "C", "C", "C", "C", "C", "C", "C", "C", "C", "C", "C", "C", "C", "C", "C", "C", "C", "C", "C", "C", "C", "C", "C", "C", "H", "H", "H", "H", "H", "H", "H", "H", "H", "H", "H", "H", "H", "H", "H", "H", "H", "H", "H", "H", "H", "H", "H", "H", "H", "H", "H", "H", "H", "H", "H", "H", "H", "H", "H", "H", "H", "H", "H", "H", "H", "H", "H", "H", "H", "H", "H", "H", "H", "H", "H", "H", "H", "H"], "positions_angstrom": [[4.658, 2.559, -6.721], [5.539, 1.552, -6.111], [3.711, 3.005, -4.313], [1.618, -1.453, -0.984], [4.154, 2.151, -8.035], [4.019, 3.319, 0.384], [2.322, 1.530, -1.638], [4.549, -4.146, -2.512], [2.343, 4.817, -3.439], [-3.802, -2.026, 0.346], [3.132, 2.731, -1.951], [-2.243, -1.732, 0.369], [-6.453, -5.271, 8.618], [2.643, 3.275, -3.353], [-6.547, -3.307, 4.648], [-4.560, -1.553, 1.672], [6.339, -2.603, -1.511], [0.973, 5.274, -2.809], [-0.176, 0.927, -1.835], [-7.639, -3.591, 7.034], [3.185, 2.736, -5.606], [3.574, -3.137, -2.124], [-1.702, -1.075, -0.991], [4.914, 4.417, 0.869], [-7.327, -3.930, 8.544], [2.712, -0.932, -1.056], [-1.060, 0.325, -0.665], [-6.338, -3.193, 6.208], [-5.799, -2.204, 3.805], [3.214, 3.800, -0.800], [3.903, -1.883, -1.441], [-5.472, -2.667, 2.313], [0.954, 1.852, -1.187], [5.599, 4.113, -6.868], [5.961, -3.859, -2.179], [5.308, -1.618, -1.137], [3.013, 0.580, -0.753], [-0.873, 1.507, -2.497], [-6.485, -2.758, 1.819], [0.906, 6.394, -2.947], [4.304, 5.148, 1.456], [2.274, 5.065, -4.541], [-5.237, -0.674, 1.459], [-6.856, -5.959, 7.829], [0.876, 1.802, -0.060], [2.499, -3.359, -2.348], [-4.995, -3.678, 2.382], [3.166, 5.472, -3.045], [-1.736, -2.713, 0.577], [4.224, -5.095, -3.003], [-6.758, -3.092, 9.025], [4.189, 2.361, -2.113], [-6.548, -5.691, 9.651], [-1.917, 1.038, -0.479], [4.687, 2.666, -0.053], [-8.390, -2.749, 6.989], [-8.264, -4.088, 9.154], [-5.399, -4.985, 8.360], [3.708, 4.770, -1.112], [-7.660, -3.238, 4.466], [5.668, 3.943, 1.565], [1.751, 2.692, -3.736], [-8.077, -4.523, 6.579], [4.131, 0.697, -0.778], [0.875, 5.093, -1.710], [-0.937, -1.808, -1.381], [-0.489, 0.200, 0.298], [-6.449, -1.283, 3.820], [2.460, 3.505, -5.984], [6.758, -4.600, -2.420], [-3.800, -1.266, 2.451], [5.600, -0.677, -0.607], [0.066, 4.843, -3.308], [-4.342, -1.554, -0.519], [-4.014, -3.134, 0.266], [2.714, 0.778, 0.322], [-6.214, -4.329, 4.328], [2.717, 1.706, -5.572], [4.971, 5.017, -7.067], [0.693, 2.903, -1.471], [6.272, 4.310, -5.989], [-6.014, -2.178, 6.559], [5.516, 4.887, 0.043], [2.216, 4.100, -0.374], [7.409, -2.405, -1.250], [-2.556, -1.042, -1.713], [6.289, 3.979, -7.751], [0.262, 0.102, -2.465], [-4.852, -1.912, 4.351], [-5.507, -3.900, 6.503], [-2.053, -1.068, 1.252]], "lumo_ev": 0.20, "total_energy_ha": -1983.9515, "charge": 0, "homo_energy_ev": -8.751}

---

[2]
{"formula": "C30H54O30", "method": "ωB97M-V/def2-TZVPD", "elements": ["O", "O", "O", "O", "O", "O", "O", "O", "O", "O", "O", "O", "O", "O", "O", "O", "O", "O", "O", "O", "O", "O", "O", "O", "O", "O", "O", "O", "O", "O", "C", "C", "C", "C", "C", "C", "C", "C", "C", "C", "C", "C", "C", "C", "C", "C", "C", "C", "C", "C", "C", "C", "C", "C", "C", "C", "C", "C", "C", "C", "H", "H", "H", "H", "H", "H", "H", "H", "H", "H", "H", "H", "H", "H", "H", "H", "H", "H", "H", "H", "H", "H", "H", "H", "H", "H", "H", "H", "H", "H", "H", "H", "H", "H", "H", "H", "H", "H", "H", "H", "H", "H", "H", "H", "H", "H", "H", "H", "H", "H", "H", "H", "H", "H"], "positions_angstrom": [[0.291, 0.235, -7.979], [0.248, -1.420, -9.532], [5.560, -8.274, 0.374], [0.396, 1.003, -0.797], [-0.314, -1.868, -7.326], [-3.512, -5.142, 4.016], [-9.095, -1.522, 3.613], [-0.828, 7.685, 3.352], [2.434, -4.682, 10.363], [-4.557, 5.826, -2.467], [-7.758, -1.050, 1.927], [5.031, 5.812, -5.801], [1.128, -3.402, 9.233], [-2.685, -7.154, 4.486], [-8.379, 0.631, 3.325], [-6.751, 5.907, -2.818], [5.850, -3.064, -5.867], [-2.061, 9.424, 3.339], [3.924, -7.887, 2.048], [-4.410, -6.188, 5.699], [-3.123, 7.393, 3.229], [1.668, -5.435, 8.354], [5.741, -6.560, 1.593], [7.069, -1.570, -4.669], [2.378, 0.159, -1.119], [1.384, 0.077, 0.912], [4.146, 7.818, -5.308], [4.008, 6.065, -3.845], [-5.910, 7.504, -1.674], [7.370, -2.132, -6.899], [-3.440, -6.216, 4.686], [-2.655, -4.887, 2.881], [-3.168, 10.156, 3.773], [3.230, 6.692, -2.881], [0.744, 0.890, -9.166], [5.314, -3.791, -4.773], [8.434, -1.329, -7.320], [-7.339, 7.739, -1.607], [-2.119, 8.084, 3.289], [4.319, 6.658, -5.070], [-4.562, -7.358, 6.536], [5.001, -7.602, 1.441], [-0.498, 6.316, 3.504], [0.904, -0.282, -10.073], [-8.407, -0.540, 2.998], [0.807, 1.428, -2.094], [1.355, 0.356, -0.271], [5.274, -5.439, 2.399], [1.724, -4.572, 9.193], [5.408, 6.285, -7.100], [0.349, -3.024, 8.105], [-9.961, -1.113, 4.655], [0.061, -1.077, -8.206], [3.360, -5.795, 10.569], [6.778, -2.166, -5.724], [5.039, -9.510, 0.036], [-6.861, -0.233, 1.216], [-7.784, 6.792, -2.653], [-5.663, 6.370, -2.395], [2.081, 0.760, -2.368], [-7.475, 0.398, 0.575], [-2.565, -5.850, 2.377], [5.476, -10.292, 0.657], [-7.736, 7.382, -0.656], [1.679, 1.432, -9.021], [-7.773, 8.710, -1.845], [4.534, 6.568, -7.686], [-5.394, -7.832, 6.015], [1.064, 2.484, -2.169], [-11.017, -1.352, 4.534], [5.949, -4.666, -4.634], [2.741, -6.575, 11.011], [-6.191, -0.833, 0.599], [6.123, -4.798, 2.634], [8.509, -0.454, -6.675], [-3.435, 9.936, 4.806], [-3.038, -4.094, 2.239], [8.179, -1.076, -8.349], [2.533, 7.478, -3.172], [4.921, -5.852, 3.344], [0.398, -1.939, 8.007], [-0.640, -3.184, 8.535], [3.948, 7.351, -2.393], [-4.899, -6.897, 7.464], [4.139, -5.544, 11.289], [-9.951, -0.028, 4.755], [-9.603, -1.502, 5.608], [6.180, 7.047, -6.996], [5.209, -9.814, -0.997], [3.979, -9.641, 0.254], [-2.827, 11.181, 3.629], [0.078, 1.177, -2.865], [9.422, -1.775, -7.202], [4.470, -4.863, 1.941], [-8.675, 6.205, -2.431], [2.830, 1.422, -2.804], [0.400, -0.100, -11.022], [-1.619, -4.600, 3.060], [-0.927, 5.798, 2.647], [-8.224, 7.315, -3.502], [-0.997, 5.983, 4.415], [2.103, -0.055, -3.091], [2.781, 6.006, -2.163], [-3.702, -8.022, 6.619], [5.353, -3.259, -3.823], [-6.115, 0.270, 1.832], [4.277, -4.123, -4.832], [0.631, -3.554, 7.196], [-0.012, 1.582, -9.536], [0.584, 6.238, 3.608], [-4.054, 10.249, 3.145], [5.802, 5.457, -7.690], [1.933, -0.615, -10.214], [3.678, -6.257, 9.635]], "lumo_ev": -0.01, "total_energy_ha": -3432.5614, "e_above_lowest_ev": 6.394, "smiles": "COC(=O)OC.COC(=O)OC.COC(=O)OC.COC(=O)OC.COC(=O)OC.COC(=O)OC.COC(=O)OC.O=C1OCCO1.O=C1OCCO1.O=C1OCCO1", "charge": 0, "homo_energy_ev": -10.386}